C2H7NOSi | ωB97M-V/def2-TZVPD

```
12
Properties=species:S:1:pos:R:3:mulliken_charge:R:1
C 2.746 -0.771 -0.417 -0.46
C 2.619 0.495 -0.323 -0.12
N -0.619 1.232 -0.248 -0.36
O -1.991 -1.082 -0.197 -0.46
Si -1.651 0.273 0.671 0.30
H 2.602 -1.571 -1.019 0.35
H 2.822 -1.239 0.597 0.23
H -0.057 0.854 -1.033 0.21
H -0.192 2.114 0.006 0.23
H -2.358 -1.100 -1.045 0.30
H -1.109 -0.418 1.941 -0.12
H -2.812 1.214 1.067 -0.11
```

HOMO = -9.49 eV
frontier orbital gap = 9.021 eV
calculated total energy = -13599.9030 eV

C2H7NS | ωB97M-V/def2-TZVPD

```
11
Properties=species:S:1:pos:R:3:mulliken_charge:R:1
S -3.263 2.378 -0.362 -0.81
H -2.283 3.248 -0.204 -0.05
C 0.850 -0.924 0.482 0.12
C 1.966 -0.462 -0.046 -0.71
N -0.465 -0.609 -0.084 -0.41
H 0.812 -1.489 1.412 0.34
H 2.927 -0.691 0.382 0.25
H 1.981 0.203 -0.908 0.23
H -1.067 -0.261 0.689 0.36
H -0.436 0.001 -0.913 0.32
H -1.022 -1.394 -0.446 0.36
```

HOMO = -5.89 eV
frontier orbital gap = 5.333 eV
calculated total energy = -14509.4162 eV

C2H7NS | ωB97M-V/def2-TZVPD

```
11
Properties=species:S:1:pos:R:3:mulliken_charge:R:1
C 0.381 -1.159 0.377 -1.01
C 1.381 -0.312 0.126 0.19
N 1.576 0.377 -1.054 -0.46
H 0.360 -1.646 1.340 0.21
H -0.387 -1.383 -0.343 0.36
H 2.161 -0.134 0.861 0.30
H 0.810 0.441 -1.699 0.20
H 2.207 1.157 -1.076 0.21
S -2.553 1.443 0.508 -0.27
H -2.104 0.184 0.414 0.11
H -3.832 1.032 0.545 0.15
```

HOMO = -8.28 eV
frontier orbital gap = 9.271 eV
calculated total energy = -14512.0867 eV
SMILES string = C=CN.S

C2H7NS2 | ωB97M-V/def2-TZVPD

```
12
Properties=species:S:1:pos:R:3:mulliken_charge:R:1
C -0.637 1.911 -0.208 -0.78
C -0.136 -0.448 0.237 -0.32
N 1.148 -0.555 -0.233 -0.29
S -1.445 -1.529 -0.455 -0.21
S 2.432 -1.393 0.512 -0.18
H -1.453 1.589 -0.832 0.28
H 0.253 2.337 -0.813 0.24
H -0.878 2.255 0.748 0.29
H -0.213 -0.369 1.259 0.44
H 1.494 -0.095 -1.068 0.27
H -2.387 -0.991 0.410 0.14
H 1.823 -2.712 0.442 0.14
```

HOMO (spin up / spin down) = -7.95 / -7.60 eV
frontier orbital gap (spin up / spin down) = 8.171 / 7.926 eV
calculated total energy = -25343.8467 eV

C2H7NS3 | ωB97M-V/def2-TZVPD

```
13
Properties=species:S:1:pos:R:3:mulliken_charge:R:1
C 1.387 -0.545 -0.819 -0.88
C -0.415 0.453 0.457 0.09
N -0.918 -0.574 1.221 -0.26
S -1.400 1.028 -0.990 -0.19
S 0.400 1.917 1.311 -0.18
S -2.384 -1.310 0.908 -0.15
H 2.436 -0.043 -0.676 0.28
H 1.212 -1.474 -0.266 0.27
H 1.004 -0.372 -1.815 0.32
H -0.272 -1.053 1.806 0.28
H -0.287 1.775 -1.375 0.16
H 1.605 1.770 0.542 0.15
H -2.370 -1.573 -0.305 0.10
```

HOMO (spin up / spin down) = -7.88 / -7.39 eV
frontier orbital gap (spin up / spin down) = 7.918 / 7.487 eV
calculated total energy = -36178.7984 eV

C2H7NS3 | ωB97M-V/def2-TZVPD

```
13
Properties=species:S:1:pos:R:3:mulliken_charge:R:1
C -0.136 0.697 0.863 -0.87
C 0.477 -1.272 -0.475 -0.82
N -0.553 -0.576 0.189 0.09
S -1.513 2.523 -2.560 -0.09
S -2.082 -1.122 0.240 -0.17
S -1.863 0.476 -2.603 -0.10
H 0.141 1.403 0.072 0.30
H -0.913 1.209 1.252 0.34
H 0.611 0.374 1.676 0.28
H 1.226 -1.721 0.267 0.28
H 0.168 -1.840 -1.320 0.34
H 1.140 -0.438 -0.982 0.28
H -2.435 2.939 -3.237 0.15
```

HOMO (spin up / spin down) = -7.74 / -8.62 eV
frontier orbital gap (spin up / spin down) = 5.856 / 8.071 eV
calculated total energy = -36180.4122 eV